Record 1
C16H35Mn2N5O8 | wB97M-V/def2-TZVPD

Structure (XYZ):
```
66
C16H35Mn2N5O8 wB97M-V/def2-TZVPD
Mn -15.54 6.91 -2.52
Mn -12.50 6.20 -5.17
O -8.89 10.22 -2.62
O -13.18 4.17 -5.03
O -14.19 6.80 -4.07
O -14.19 7.27 -0.91
O -16.86 14.76 -4.38
O -14.55 8.72 -3.45
O -11.24 10.88 -10.26
O -12.76 8.21 -4.64
N -16.45 12.50 -4.34
N -12.52 6.11 0.07
N -11.46 11.44 -8.09
N -10.77 11.35 -3.23
N -13.13 1.95 -4.46
C -13.30 7.19 -0.06
C -16.38 13.75 -4.89
C -12.60 4.90 -0.75
C -11.65 5.90 1.20
C -13.74 3.16 -4.60
C -12.43 10.37 -7.83
C -11.78 1.66 -4.94
C -10.21 12.67 -3.30
C -12.15 11.31 -3.68
C -17.28 12.16 -3.20
C -15.72 11.45 -4.98
C -10.94 12.23 -6.97
C -13.90 0.75 -4.09
C -10.96 11.61 -9.34
C -13.81 8.01 -4.08
C -10.07 10.21 -2.93
H -11.72 12.93 -6.69
H -12.78 9.82 -8.70
H -12.73 12.13 -3.26
H -15.72 13.67 -5.76
H -13.33 0.12 -3.40
H -11.84 1.16 -5.91
H -10.10 12.30 -9.39
H -11.27 2.60 -5.13
H -14.09 0.15 -4.98
H -10.82 5.31 0.81
H -12.15 11.28 -4.77
H -17.80 13.01 -2.75
H -12.14 5.31 1.97
H -13.22 4.11 -0.32
H -16.43 10.82 -5.51
H -14.81 3.10 -4.36
H -14.83 0.90 -3.54
H -9.13 12.59 -3.13
H -10.69 13.23 -2.50
H -16.72 11.81 -2.33
H -11.10 6.77 1.57
H -15.18 10.97 -4.16
H -12.60 10.36 -3.40
H -10.73 9.32 -2.93
H -10.29 13.17 -4.27
H -13.09 8.03 0.61
H -11.25 1.06 -4.21
H -12.93 5.33 -1.70
H -12.02 9.69 -7.07
H -10.02 12.78 -7.13
H -10.73 11.50 -6.18
H -15.01 11.84 -5.70
H -18.11 11.56 -3.57
H -13.26 10.77 -7.24
H -11.59 4.54 -0.91
```

Summary:
HOMO (alpha / beta) in eV: -12.72 / -12.72
Charge: +2
Kohn-Sham gap (alpha / beta) in eV: 4.379 / 4.315
2S+1: 11
ΔE to the lowest compared entry with this formula, charge and spin in kJ/mol: 247.92
Electronic energy in eV: -103615.085

These are the Mulliken partial charges, in e, on atoms 1 to 5: atom 1 (Mn): 1.1383, atom 2 (Mn): 1.0812, atom 3 (O): -0.6043, atom 4 (O): -0.5973, atom 5 (O): -1.0025

---

Record 2
C16H36BrP | wB97M-V/def2-TZVPD

Structure (XYZ):
```
54
C16H36BrP wB97M-V/def2-TZVPD
Br 0.93 3.26 0.90
P 0.06 0.00 0.16
C -0.55 0.85 5.41
C 2.50 -0.34 -1.19
C -1.52 4.24 -2.31
C 3.05 -0.65 -2.57
C 4.54 -0.88 -2.44
C 1.09 0.20 -1.33
C -1.54 2.70 -2.02
C -1.63 2.36 -0.54
C 0.03 0.35 2.96
C 0.80 0.69 1.70
C -1.52 0.87 -0.02
C -2.48 -4.28 -1.64
C -0.99 -2.55 -0.64
C -1.84 -3.89 -0.30
C 0.27 1.32 4.20
C -0.32 -1.85 0.52
H 4.67 -1.64 -1.67
H -0.36 -2.93 -1.44
H -1.18 -4.65 0.13
H -3.07 -5.19 -1.51
H -0.61 2.21 -2.29
H 2.53 -1.43 -3.13
H -2.64 -3.72 0.42
H 0.01 2.31 3.85
H 0.66 -0.17 -2.26
H -2.29 4.63 -1.64
H -1.03 0.27 2.74
H -2.05 0.67 0.92
H 0.67 -2.24 0.79
H 2.48 -1.22 -0.56
H -0.15 0.09 6.09
H 2.90 0.27 -3.13
H -0.95 1.67 6.00
H -3.22 -3.57 -2.01
H -1.63 -1.90 -1.24
H 0.85 1.76 1.54
H -1.85 -4.61 -2.46
H -0.93 -1.84 1.43
H -0.55 4.63 -2.01
H 0.23 -0.66 3.32
H 3.20 0.37 -0.73
H -2.15 0.25 -0.66
H 4.94 -1.32 -3.35
H -2.50 2.85 -0.09
H -0.81 2.88 -0.05
H -2.38 2.14 -2.44
H -1.67 4.48 -3.36
H -1.48 0.34 5.16
H 1.28 1.33 4.61
H 1.24 1.28 -1.46
H 5.17 -0.03 -2.19
H 1.80 0.27 1.82
```

Summary:
HOMO in eV: -6.93
Charge: 0
Kohn-Sham gap in eV: 7.392
ΔE to the lowest compared entry with this formula, charge and spin in kJ/mol: 326.17
Electronic energy in eV: -96505.021

These are the Mulliken partial charges, in e, on atoms 1 to 5: atom 1 (Br): -0.7522, atom 2 (P): 0.2350, atom 3 (C): -1.3024, atom 4 (C): -0.8607, atom 5 (C): -1.1888

---

Record 3
C16H36F2O11S5 | wB97M-V/def2-TZVPD

Structure (XYZ):
```
70
C16H36F2O11S5 wB97M-V/def2-TZVPD
S 9.96 11.05 13.41
S 7.01 14.90 14.07
S 12.27 15.99 11.77
S 10.66 14.55 18.00
S 14.01 10.34 15.29
F 13.02 5.62 13.16
F 12.88 10.01 7.03
O 11.61 6.85 11.96
O 12.99 10.95 10.04
O 13.88 11.73 15.85
O 12.48 14.84 10.83
O 10.83 9.81 13.13
O 8.18 14.20 13.40
O 9.95 6.82 13.42
O 12.23 9.17 8.99
O 9.58 7.19 11.23
O 13.48 8.95 10.88
O 10.51 16.00 17.74
C 12.04 10.19 8.08
C 7.31 16.64 13.86
C 12.32 14.44 18.78
C 15.69 9.88 15.70
C 11.03 13.79 16.49
C 10.32 7.01 12.13
C 7.27 14.77 15.84
C 12.36 11.46 8.86
C 13.33 17.36 11.32
C 12.95 9.62 10.07
C 10.75 16.86 11.27
C 12.24 6.75 13.19
C 14.27 10.44 13.56
C 11.06 12.42 13.31
C 11.07 6.71 14.17
C 8.99 11.34 11.95
H 12.85 7.66 13.30
H 10.45 17.64 12.02
H 6.56 15.47 16.38
H 11.77 12.31 14.15
H 8.17 10.64 11.98
H 13.33 17.37 10.24
H 9.57 11.07 11.14
H 8.64 12.34 12.06
H 12.90 18.29 11.79
H 10.97 10.15 7.82
H 12.81 13.57 18.32
H 8.29 16.93 14.34
H 10.06 13.76 15.96
H 11.60 12.37 12.33
H 13.04 12.15 8.37
H 11.89 14.27 15.92
H 13.36 10.72 13.12
H 7.42 16.70 12.77
H 8.29 15.07 16.17
H 9.92 16.15 11.32
H 15.92 8.82 15.57
H 16.35 10.45 15.04
H 10.96 17.17 10.23
H 15.00 11.22 13.34
H 11.47 12.02 9.29
H 11.11 7.53 14.93
H 6.95 13.74 16.06
H 14.61 9.53 13.14
H 12.23 14.37 19.84
H 15.83 10.10 16.80
H 10.47 13.34 13.44
H 11.05 5.77 14.69
H 14.38 17.21 11.61
H 11.34 12.77 16.59
H 6.42 17.12 14.14
H 12.86 15.33 18.48
```

Summary:
HOMO in eV: -8.74
Charge: 0
Kohn-Sham gap in eV: 9.015
Electronic energy in eV: -99305.288

These are the Mulliken partial charges, in e, on atoms 1 to 5: atom 1 (S): 0.2616, atom 2 (S): 0.3333, atom 3 (S): 0.5985, atom 4 (S): 0.5147, atom 5 (S): 0.6115

---

Record 4
C16H36InNO6P | wB97M-V/def2-TZVPD

Structure (XYZ):
```
61
C16H36InNO6P wB97M-V/def2-TZVPD
In 0.65 -0.71 -1.03
P -3.67 0.01 -0.71
O 0.86 -2.07 1.82
O -3.46 0.60 0.61
O 2.98 0.97 -3.44
O 3.54 -0.17 3.37
O -5.16 -0.61 -0.80
O -3.61 1.05 -1.90
N 2.08 -0.93 -2.63
C 0.63 1.34 -0.12
C -2.51 -1.37 -0.98
C -5.45 -1.49 0.28
C -3.13 2.36 -1.53
C 4.17 0.10 -1.64
C 2.31 -0.42 2.68
C -1.38 -1.02 -1.98
C -6.11 -0.80 1.48
C -2.91 3.18 -2.77
C -0.25 1.43 1.18
C 3.75 1.23 3.45
C 4.81 1.71 2.48
C 2.65 -2.28 -2.71
C 1.02 -2.39 0.42
C 2.07 -1.91 2.51
C 3.03 0.06 -2.65
H 0.28 -3.16 0.20
H -2.20 2.26 -0.99
H 5.81 1.42 2.79
H -0.89 2.30 1.08
H 2.86 -2.51 -3.75
H -1.24 -1.80 -2.73
H 1.63 1.65 0.17
H 1.96 -2.34 3.51
H -2.05 2.76 -3.29
H -1.57 -0.11 -2.53
H 2.00 -2.84 0.20
H -3.11 -2.16 -1.44
H 4.60 1.40 1.46
H 4.03 0.97 -1.01
H -4.58 -2.04 0.64
H 4.29 -0.80 -1.05
H 3.99 1.53 4.47
H 5.08 0.30 -2.20
H 0.25 2.07 -0.84
H 0.37 1.64 2.05
H 2.92 -2.42 2.04
H 1.88 -2.99 -2.41
H 2.38 0.01 1.69
H -7.09 -1.22 1.68
H -6.14 -2.24 -0.10
H 1.46 -0.03 3.24
H -3.77 3.16 -3.43
H -3.86 2.84 -0.89
H -2.65 4.20 -2.51
H -2.16 -1.76 -0.04
H 2.84 1.76 3.20
H 3.53 -2.45 -2.07
H 4.77 2.80 2.48
H -5.47 -0.86 2.36
H -0.85 0.55 1.33
H -6.22 0.26 1.27
```

Summary:
HOMO in eV: -4.32
Charge: -1
Kohn-Sham gap in eV: 7.125
Electronic energy in eV: -45414.227

These are the Mulliken partial charges, in e, on atoms 1 to 5: atom 1 (In): 1.0124, atom 2 (P): 1.1724, atom 3 (O): -0.3383, atom 4 (O): -0.7394, atom 5 (O): -0.6707

---

> Which of these has the highest electronic energy?

C16H36InNO6P

---

> Which formula does entry 1 have?

C16H35Mn2N5O8

---

> Which of these has the lowest electronic energy?

C16H35Mn2N5O8

---

> Which value of charge does entry 4 give?

-1